ORCA calculation (ωB97M-V with the def2-TZVPD basis set) on a molecular structure, C17H17N9PdS5Sb.

Element x y z (Å)
Pd (0.004, 1.021, 0.992)
N (-1.741, -2.173, 0.331)
C (-0.457, -2.416, 0.645)
N (-0.079, -3.676, 0.801)
C (1.208, -3.870, 1.093)
N (1.606, -5.119, 1.338)
N (2.143, -2.900, 1.126)
C (1.680, -1.685, 0.940)
N (0.384, -1.355, 0.773)
C (2.615, -0.561, 0.909)
C (3.486, -0.201, 1.884)
C (3.919, 1.138, 1.997)
C (3.200, 2.095, 1.304)
C (2.268, 1.737, 0.329)
N (2.553, 0.407, -0.249)
H (-2.377, -2.947, 0.436)
H (-2.095, -1.265, 0.603)
H (0.925, -5.857, 1.332)
H (2.559, -5.304, 1.592)
H (3.715, -0.927, 2.654)
H (4.624, 1.422, 2.763)
H (3.280, 3.140, 1.572)
H (1.923, 2.462, -0.393)
C (-3.914, 3.550, -0.775)
N (-3.209, 2.461, -1.425)
C (-3.797, 1.568, -2.294)
C (-2.870, 0.673, -2.659)
N (-1.686, 1.018, -2.007)
C (-1.909, 2.151, -1.239)
S (-0.848, 3.058, -0.290)
C (-0.497, 0.284, -2.095)
C (-0.332, -0.782, -2.980)
C (0.895, -1.411, -3.025)
C (1.924, -1.004, -2.179)
C (1.625, 0.010, -1.305)
N (0.473, 0.650, -1.275)
H (-4.195, 4.307, -1.506)
H (-3.264, 3.990, -0.026)
H (-4.809, 3.161, -0.293)
H (-4.833, 1.643, -2.576)
H (-2.960, -0.180, -3.303)
H (-1.135, -1.122, -3.614)
H (1.061, -2.230, -3.710)
H (2.891, -1.491, -2.186)
H (3.505, 0.404, -0.647)
S (-2.481, 3.193, 3.676)
Sb (-2.825, 0.892, 3.813)
S (-2.555, 0.717, 1.462)
S (0.757, 1.227, 3.274)
S (-0.356, 0.100, 4.414)

Computed properties:
Gap between HOMO and LUMO (alpha / beta): 0.24614 / 0.21073 Ha
Total charge: +1
LUMO (alpha / beta): -2.952 / -4.628 eV
Spin multiplicity: 5

Computed natural (NBO) charges, given in elementary charges: number 1, Pd, carries 0.77; number 2, N, carries -0.79; number 3, C, carries 0.62; number 4, N, carries -0.58; number 5, C, carries 0.60; number 6, N, carries -0.75; number 7, N, carries -0.55; number 8, C, carries 0.44; number 9, N, carries -0.65; number 10, C, carries 0.01; number 11, C, carries -0.15; number 12, C, carries -0.32; number 13, C, carries -0.18; number 14, C, carries -0.26; number 15, N, carries -0.42; number 16, H, carries 0.41; number 17, H, carries 0.42; number 18, H, carries 0.42; number 19, H, carries 0.42; number 20, H, carries 0.26; number 21, H, carries 0.24; number 22, H, carries 0.25; number 23, H, carries 0.26; number 24, C, carries -0.42; number 25, N, carries -0.34; number 26, C, carries -0.03; number 27, C, carries -0.07; number 28, N, carries -0.39; number 29, C, carries 0.29; number 30, S, carries -0.15; number 31, C, carries 0.40; number 32, C, carries -0.20; number 33, C, carries -0.13; number 34, C, carries -0.26; number 35, C, carries 0.41; number 36, N, carries -0.48; number 37, H, carries 0.22; number 38, H, carries 0.26; number 39, H, carries 0.23; number 40, H, carries 0.25; number 41, H, carries 0.24; number 42, H, carries 0.23; number 43, H, carries 0.25; number 44, H, carries 0.25; number 45, H, carries 0.42; number 46, S, carries -0.29; number 47, Sb, carries 0.96; number 48, S, carries -0.87; number 49, S, carries -0.05; number 50, S, carries -0.18


ORCA calculation (ωB97M-V with the def2-TZVPD basis set) on a gas-phase ion, C6H7N2O2S (charge -1) in a non-equilibrium geometry.

Element x y z (Å)
C (1.612, -1.488, 0.021)
C (-1.956, -1.140, 0.045)
C (-1.853, 0.356, -0.023)
C (1.589, 1.504, -0.684)
C (-0.687, -0.488, -0.537)
C (0.520, -0.299, 0.293)
N (0.533, 0.247, 1.480)
N (0.901, 1.292, 1.925)
O (1.574, -2.337, 0.897)
O (2.263, -1.342, -1.007)
S (1.810, 2.377, 0.778)
H (-2.051, -1.530, 1.115)
H (-2.851, -1.454, -0.537)
H (-2.564, 0.877, -0.772)
H (-1.602, 0.809, 0.909)
H (2.502, 1.255, -0.988)
H (1.018, 2.122, -1.363)
H (-0.757, -0.760, -1.550)

Computed properties:
Gap between HOMO and LUMO: 0.28691 Ha
Total charge: -1
LUMO: 3.427 eV
Spin multiplicity: 1

Computed natural (NBO) charges, given in elementary charges: number 1, C, carries 0.77; number 2, C, carries -0.43; number 3, C, carries -0.43; number 4, C, carries -0.70; number 5, C, carries -0.27; number 6, C, carries 0.15; number 7, N, carries -0.13; number 8, N, carries -0.20; number 9, O, carries -0.73; number 10, O, carries -0.72; number 11, S, carries 0.21; number 12, H, carries 0.22; number 13, H, carries 0.21; number 14, H, carries 0.20; number 15, H, carries 0.22; number 16, H, carries 0.19; number 17, H, carries 0.18; number 18, H, carries 0.25


ORCA calculation (ωB97M-V with the def2-TZVPD basis set) on 5 unconnected molecules or ions with the total composition C22H53N2O17PS4.

Element x y z (Å)
C (-0.544, -5.097, 0.110)
O (-1.782, -4.659, 0.632)
C (-1.688, -4.003, 1.878)
C (-1.030, -2.641, 1.744)
C (-1.013, -1.821, 3.027)
O (-0.951, -2.197, 4.157)
O (-1.065, -0.492, 2.700)
C (-0.869, -0.411, 1.272)
P (-1.136, 1.258, 0.539)
N (-2.414, 1.522, -0.274)
O (0.227, 1.513, -0.294)
O (-0.903, 2.265, 1.752)
C (-1.655, -1.622, 0.767)
C (-3.171, -1.500, 1.037)
C (-4.033, -2.078, -0.087)
C (-5.505, -1.643, 0.018)
C (-6.533, -2.740, -0.302)
N (-7.056, -2.773, -1.662)
H (0.216, -5.192, 0.893)
H (-0.693, -6.077, -0.343)
H (-0.168, -4.409, -0.655)
H (-1.126, -4.614, 2.594)
H (-2.706, -3.916, 2.257)
H (0.035, -2.771, 1.501)
H (0.201, -0.619, 1.115)
H (-3.042, 0.738, -0.360)
H (0.819, 0.760, -0.380)
H (-0.007, 2.632, 1.761)
H (-1.461, -1.904, -0.267)
H (-3.441, -0.452, 1.174)
H (-3.434, -1.996, 1.974)
H (-3.969, -3.170, -0.073)
H (-3.608, -1.754, -1.042)
H (-5.687, -1.283, 1.036)
H (-5.677, -0.793, -0.648)
H (-6.114, -3.724, -0.078)
H (-7.387, -2.614, 0.369)
H (-6.375, -3.129, -2.320)
H (-7.354, -1.853, -1.962)
O (2.294, 2.388, 2.132)
S (3.559, 1.708, 2.091)
O (3.611, 0.408, 1.492)
O (4.134, 1.641, 3.566)
C (3.246, 1.134, 4.599)
C (3.127, -0.373, 4.579)
C (4.762, 2.753, 1.376)
H (2.275, 1.619, 4.494)
H (3.699, 1.483, 5.525)
H (2.608, -0.721, 3.687)
H (2.564, -0.701, 5.453)
H (4.114, -0.836, 4.599)
H (4.711, 3.726, 1.857)
H (4.514, 2.829, 0.318)
H (5.748, 2.308, 1.494)
O (8.508, 2.797, 2.014)
S (9.752, 2.088, 1.947)
O (9.782, 0.794, 1.340)
O (10.373, 2.016, 3.404)
C (9.509, 1.543, 4.471)
C (9.352, 0.039, 4.466)
C (10.988, 3.104, 1.219)
H (8.549, 2.054, 4.394)
H (10.003, 1.887, 5.378)
H (8.796, -0.302, 3.595)
H (8.815, -0.268, 5.364)
H (10.327, -0.448, 4.457)
H (10.979, 4.073, 1.709)
H (10.729, 3.201, 0.167)
H (11.950, 2.612, 1.330)
O (-10.767, -2.363, -4.751)
S (-10.495, -1.010, -4.375)
O (-9.490, -0.739, -3.394)
O (-11.855, -0.315, -3.942)
C (-12.670, -1.014, -2.965)
C (-12.141, -0.866, -1.556)
C (-10.184, -0.036, -5.805)
H (-12.750, -2.060, -3.262)
H (-13.652, -0.557, -3.070)
H (-11.192, -1.385, -1.430)
H (-12.863, -1.288, -0.856)
H (-11.989, 0.185, -1.313)
H (-10.972, -0.217, -6.531)
H (-9.220, -0.358, -6.194)
H (-10.146, 1.010, -5.513)
O (4.551, 2.559, -2.032)
S (3.801, 2.678, -3.250)
O (3.114, 1.529, -3.751)
O (4.754, 3.269, -4.371)
C (6.039, 2.621, -4.561)
C (5.928, 1.332, -5.344)
C (2.685, 4.030, -3.145)
H (6.500, 2.466, -3.584)
H (6.628, 3.361, -5.099)
H (5.401, 0.566, -4.779)
H (6.929, 0.966, -5.576)
H (5.389, 1.497, -6.277)
H (3.224, 4.905, -2.793)
H (1.913, 3.738, -2.435)
H (2.252, 4.198, -4.127)

Computed properties:
Gap between HOMO and LUMO: 0.32839 Ha
LUMO: 0.311 eV
Spin multiplicity: 1
SMILES: COC[C@@H]1C(=O)O[C@H](P(=N)(O)O)[C@@H]1CCCCN.CCOS(C)(=O)=O.CCOS(C)(=O)=O.CCOS(C)(=O)=O.CCOS(C)(=O)=O

Computed Löwdin charges, given in elementary charges: number 1, C, carries -0.10; number 2, O, carries -0.18; number 3, C, carries -0.17; number 4, C, carries -0.17; number 5, C, carries -0.44; number 6, O, carries 0.15; number 7, O, carries 0.04; number 8, C, carries -0.28; number 9, P, carries 0.53; number 10, N, carries -0.13; number 11, O, carries -0.15; number 12, O, carries -0.13; number 13, C, carries -0.21; number 14, C, carries -0.16; number 15, C, carries -0.19; number 16, C, carries -0.19; number 17, C, carries -0.29; number 18, N, carries 0.00; number 19, H, carries 0.09; number 20, H, carries 0.09; number 21, H, carries 0.09; number 22, H, carries 0.14; number 23, H, carries 0.13; number 24, H, carries 0.16; number 25, H, carries 0.13; number 26, H, carries -0.04; number 27, H, carries 0.07; number 28, H, carries 0.05; number 29, H, carries 0.15; number 30, H, carries 0.10; number 31, H, carries 0.12; number 32, H, carries 0.10; number 33, H, carries 0.11; number 34, H, carries 0.11; number 35, H, carries 0.11; number 36, H, carries 0.10; number 37, H, carries 0.10; number 38, H, carries 0.06; number 39, H, carries 0.05; number 40, O, carries -0.29; number 41, S, carries 0.57; number 42, O, carries -0.27; number 43, O, carries -0.26; number 44, C, carries -0.24; number 45, C, carries -0.07; number 46, C, carries -0.11; number 47, H, carries 0.11; number 48, H, carries 0.12; number 49, H, carries 0.07; number 50, H, carries 0.09; number 51, H, carries 0.08; number 52, H, carries 0.08; number 53, H, carries 0.05; number 54, H, carries 0.07; number 55, O, carries -0.28; number 56, S, carries 0.56; number 57, O, carries -0.27; number 58, O, carries -0.26; number 59, C, carries -0.24; number 60, C, carries -0.07; number 61, C, carries -0.12; number 62, H, carries 0.11; number 63, H, carries 0.12; number 64, H, carries 0.07; number 65, H, carries 0.08; number 66, H, carries 0.09; number 67, H, carries 0.08; number 68, H, carries 0.08; number 69, H, carries 0.08; number 70, O, carries -0.27; number 71, S, carries 0.56; number 72, O, carries -0.28; number 73, O, carries -0.27; number 74, C, carries -0.25; number 75, C, carries -0.07; number 76, C, carries -0.12; number 77, H, carries 0.11; number 78, H, carries 0.12; number 79, H, carries 0.07; number 80, H, carries 0.08; number 81, H, carries 0.08; number 82, H, carries 0.07; number 83, H, carries 0.08; number 84, H, carries 0.08; number 85, O, carries -0.29; number 86, S, carries 0.57; number 87, O, carries -0.27; number 88, O, carries -0.26; number 89, C, carries -0.24; number 90, C, carries -0.07; number 91, C, carries -0.11; number 92, H, carries 0.11; number 93, H, carries 0.12; number 94, H, carries 0.07; number 95, H, carries 0.08; number 96, H, carries 0.09; number 97, H, carries 0.08; number 98, H, carries 0.08; number 99, H, carries 0.08


| no. | molar mass (g/mol) |
| --- | --- |
| 1 | 735.90 |
| 2 | 171.20 |
| 3 | 776.90 |